Entry 1:
The following is a DFT calculation (ωB97M-V/def2-TZVPD) of an isolated molecule of C3H4O3 at a distorted geometry.

Atoms and positions in Å:
C: -0.819 0.149 -0.047
C: 0.523 -0.551 -0.271
C: 1.691 0.274 -0.479
H: -1.692 -1.584 -0.155
H: 0.440 -1.589 -0.729
H: 1.538 1.401 -0.465
H: 2.536 -0.075 -1.119
O: -1.911 -0.641 -0.043
O: -0.907 1.347 0.127
O: 1.420 -0.379 0.823

* highest occupied orbital energy: -10.5 eV
* SMILES: O=C(O)[C@H]1CO1
* frontier orbital gap: 10.976 eV
* DFT total energy: -9316.8213 eV
* multiplicity: 1



Entry 2:
The following is a DFT calculation (ωB97M-V/def2-TZVPD) of a structure of composition C3H4O3 at a distorted geometry.

Atoms and positions in Å:
C: -0.654 0.170 0.070
C: -1.929 0.048 0.010
C: 0.736 0.268 -0.212
O: 0.241 0.678 0.977
O: 1.472 -1.315 0.183
O: 1.620 0.951 -0.903
H: -2.463 0.359 0.862
H: -2.565 -0.195 -0.919
H: 0.970 -1.639 0.901
H: 2.572 0.675 -0.969

* highest occupied orbital energy: -10.0 eV
* frontier orbital gap: 10.673 eV
* DFT total energy: -9314.1374 eV
* multiplicity: 1



Entry 3:
The following is a DFT calculation (ωB97M-V/def2-TZVPD) of an isolated molecule of C3H4O3.

Atoms and positions in Å:
O: 1.032 0.256 -0.855
C: 0.055 -0.688 -0.385
C: -0.287 0.691 -0.772
O: -0.558 1.634 0.200
C: 0.137 -1.040 1.067
O: -0.188 -2.126 1.481
H: 0.250 2.155 0.312
H: -0.150 -1.519 -1.058
H: -0.792 0.874 -1.722
H: 0.501 -0.235 1.733

* highest occupied orbital energy: -10.2 eV
* SMILES: O=C[C@@H]1O[C@@H]1O
* frontier orbital gap: 10.939 eV
* DFT total energy: -9316.4395 eV
* multiplicity: 1



Entry 4:
The following is a DFT calculation (ωB97M-V/def2-TZVPD) of a structure of composition C3H4O3 at a distorted geometry.

Atoms and positions in Å:
O: -1.772 -0.879 0.621
C: -0.968 0.140 0.089
C: 0.509 -0.253 0.263
O: 0.954 -0.683 1.293
C: 1.453 0.141 -1.001
O: 1.339 1.226 -0.434
H: -1.362 -1.178 1.445
H: -1.181 0.214 -0.977
H: -1.188 1.119 0.551
H: 2.214 0.153 -1.849

* highest occupied orbital energy: -9.7 eV
* frontier orbital gap: 9.730 eV
* DFT total energy: -9315.0570 eV
* multiplicity: 1